11
Properties=species:S:1:pos:R:3 method="wB97M-V/def2-TZVPD" homo_lumo_gap_ha=0.3102 energy_ev=-7761.810 e_lumo_ev=0.3 homo_ev=-8.18
O 0.26196 0.82508 -2.31590
C -0.39064 0.80537 -1.37296
N 1.45782 -0.41836 -0.06243
C 1.30968 -1.21108 0.91863
C -1.50343 0.25375 0.71840
C -1.41360 0.97902 -0.46313
H 2.40996 -0.45213 -0.43693
H 0.32063 -1.23515 1.37953
H 2.11101 -1.84970 1.31272
H -2.44937 0.58408 1.19448
H -2.11401 1.71914 -0.87240